Here is C57H135N9O12 as an isolated structure in a non-equilibrium geometry from the OMol25 dataset. Energies are from the ωB97M-V functional and the def2-TZVPD basis.

The highest occupied orbital energy comes out at -7.50 eV. The relative energy (zero: lowest compared OMol25 entry of this formula, charge and spin) is 46.3905 eV. As for the HOMO-LUMO gap: 8.03 eV. As for the largest force on an atom: 11.32 eV Å⁻¹. As for the total charge: 0.

Each line ends with the Mulliken charge.
CARTESIAN COORDINATES (ANGSTROEM)
C (-5.192, -3.521, -3.083)  -1.735
C (-3.978, -2.751, -3.635)  0.654
C (-3.503, -1.580, -2.705)  -0.971
O (-2.598, -0.676, -3.454)  -0.034
C (-2.459, 0.622, -2.736)  0.077
N (-2.847, -3.681, -3.745)  -0.208
H (-5.628, -4.280, -3.732)  0.387
H (-6.053, -2.921, -2.789)  0.395
H (-4.830, -3.984, -2.165)  0.332
H (-4.266, -2.456, -4.644)  0.258
H (-3.056, -1.835, -1.744)  -0.080
H (-4.360, -0.946, -2.476)  0.851
H (-1.502, 1.061, -3.018)  -1.767
H (-2.412, 0.553, -1.649)  0.689
H (-3.285, 1.326, -2.833)  0.751
H (-2.582, -3.938, -4.685)  0.382
H (-2.116, -3.066, -3.418)  -0.901
C (-2.508, 0.948, -6.448)  -1.060
C (-2.568, 2.438, -5.881)  -0.313
C (-1.625, 2.359, -4.583)  -0.376
O (-1.720, 3.368, -3.614)  -0.654
C (-0.982, 3.124, -2.370)  1.726
N (-2.155, 3.431, -6.786)  -0.671
H (-3.053, 0.271, -5.791)  0.009
H (-1.539, 0.511, -6.690)  0.261
H (-2.948, 0.879, -7.442)  0.560
H (-3.545, 2.570, -5.415)  0.439
H (-0.581, 2.401, -4.895)  1.085
H (-1.889, 1.372, -4.204)  -0.788
H (0.082, 3.184, -2.601)  -1.400
H (-1.274, 2.195, -1.881)  0.234
H (-1.218, 3.816, -1.562)  0.327
H (-1.670, 4.180, -6.312)  0.341
H (-2.999, 3.952, -6.978)  0.320
C (-7.091, 5.019, 1.320)  -1.489
C (-6.533, 3.716, 0.697)  0.209
C (-4.981, 3.667, 0.481)  -0.264
O (-4.624, 2.401, -0.341)  -0.447
C (-3.313, 2.241, -0.749)  0.228
N (-7.035, 2.705, 1.488)  -0.649
H (-7.148, 5.827, 0.592)  0.387
H (-6.739, 5.211, 2.334)  0.313
H (-8.140, 4.771, 1.478)  0.426
H (-7.060, 3.613, -0.251)  0.400
H (-4.450, 3.505, 1.419)  -0.059
H (-4.630, 4.585, 0.009)  0.294
H (-3.345, 1.314, -1.321)  0.200
H (-2.615, 2.063, 0.069)  -0.839
H (-3.066, 3.103, -1.369)  1.229
H (-6.956, 1.848, 0.960)  0.307
H (-6.478, 2.698, 2.330)  0.210
C (6.061, -0.141, 3.099)  -0.225
O (5.508, 1.160, 3.211)  -0.058
C (5.537, 1.565, 4.622)  -0.641
C (4.639, 2.783, 4.914)  -1.071
N (3.144, 2.477, 4.935)  -0.543
C (2.474, 1.917, 3.800)  0.012
C (2.213, 0.348, 4.040)  -0.450
O (2.181, 0.039, 5.446)  -0.665
C (2.058, -1.388, 5.809)  -1.104
H (7.132, -0.225, 3.283)  0.373
H (5.875, -0.455, 2.072)  -0.364
H (5.439, -0.931, 3.520)  0.231
H (6.519, 1.978, 4.853)  0.465
H (5.336, 0.688, 5.238)  0.428
H (4.778, 3.557, 4.160)  0.389
H (4.973, 3.132, 5.891)  0.473
H (3.086, 1.790, 5.674)  0.321
H (3.115, 2.225, 2.974)  0.677
H (1.620, 2.594, 3.794)  -0.418
H (3.119, -0.151, 3.696)  0.815
H (1.313, 0.076, 3.488)  -0.533
H (1.699, -1.581, 6.820)  0.402
H (3.107, -1.628, 5.632)  0.397
H (1.533, -1.956, 5.041)  0.242
C (-0.201, -2.970, 2.356)  -0.976
O (-0.933, -3.412, 1.224)  -0.420
C (-0.158, -3.724, 0.024)  1.254
C (-1.171, -4.377, -0.938)  -1.260
N (-0.466, -4.637, -2.154)  0.545
C (0.275, -5.934, -2.121)  -0.931
C (1.259, -5.841, -3.325)  -0.304
O (0.465, -6.075, -4.430)  -0.156
C (0.666, -7.424, -4.910)  -0.948
H (0.305, -3.763, 2.907)  0.448
H (-0.924, -2.634, 3.098)  0.250
H (0.435, -2.112, 2.137)  1.025
H (0.556, -4.532, 0.187)  0.388
H (0.290, -2.810, -0.365)  -0.598
H (-2.041, -3.724, -1.014)  -0.005
H (-1.660, -5.172, -0.376)  0.306
H (-1.215, -4.654, -2.831)  0.510
H (-0.507, -6.676, -2.283)  0.471
H (0.751, -6.081, -1.151)  0.454
H (2.034, -6.577, -3.111)  0.646
H (1.891, -4.970, -3.148)  -0.609
H (-0.118, -7.718, -5.608)  0.212
H (0.689, -8.116, -4.068)  0.327
H (1.667, -7.307, -5.325)  0.382
C (1.884, 3.340, -1.873)  -1.148
O (2.247, 2.038, -1.238)  0.240
C (3.469, 1.490, -1.871)  -1.039
C (3.820, 0.139, -1.275)  -0.626
N (4.258, 0.466, 0.121)  0.800
C (5.702, 0.755, 0.245)  -1.335
C (6.623, -0.526, 0.001)  -0.942
O (6.988, -0.771, -1.326)  -0.332
C (7.762, 0.223, -1.925)  -0.789
H (1.423, 4.008, -1.146)  0.597
H (1.285, 3.198, -2.772)  0.672
H (2.796, 3.889, -2.111)  0.657
H (4.349, 2.133, -1.819)  0.760
H (3.327, 1.289, -2.933)  0.361
H (4.615, -0.346, -1.842)  0.804
H (2.867, -0.387, -1.323)  -0.441
H (3.660, 1.218, 0.434)  -0.595
H (5.919, 1.137, 1.243)  1.042
H (6.038, 1.489, -0.488)  0.291
H (6.210, -1.501, 0.262)  0.318
H (7.525, -0.417, 0.603)  0.402
H (8.174, -0.100, -2.881)  0.310
H (8.660, 0.643, -1.474)  0.396
H (7.231, 1.115, -2.258)  0.235
C (1.636, 2.398, 0.923)  -2.884
C (0.303, 2.294, 0.197)  2.153
C (0.363, 1.317, -1.037)  0.727
C (0.263, -0.172, -0.776)  0.588
C (-0.873, -0.607, 0.131)  -0.417
C (-0.993, 0.245, 1.405)  2.153
N (-0.834, 1.743, 1.039)  0.186
O (-1.014, 2.516, 2.149)  -0.065
C (-2.422, -0.040, 1.888)  -1.923
C (-0.028, -0.142, 2.576)  -1.587
C (-0.110, 3.607, -0.262)  -1.563
H (1.942, 1.468, 1.402)  -0.112
H (1.599, 3.120, 1.739)  0.983
H (2.531, 2.557, 0.322)  1.451
H (-0.490, 1.422, -1.707)  -1.468
H (1.143, 1.556, -1.760)  0.703
H (1.138, -0.447, -0.188)  0.431
H (0.426, -0.709, -1.711)  -0.183
H (-0.663, -1.649, 0.371)  -0.651
H (-1.675, -0.714, -0.600)  -0.894
H (-2.570, 0.498, 2.824)  -0.289
H (-3.143, 0.461, 1.242)  0.627
H (-2.636, -1.030, 2.290)  0.483
H (0.834, -0.498, 2.012)  1.356
H (0.289, 0.486, 3.408)  0.612
H (-0.386, -0.984, 3.169)  -0.639
H (0.588, 3.933, -1.034)  0.366
H (-0.071, 4.439, 0.442)  0.132
H (-0.939, 3.546, -0.967)  -0.264
H (-1.714, 3.153, 1.987)  0.180
C (2.444, -2.960, -2.078)  -1.244
C (2.130, -2.409, -3.553)  1.989
C (0.920, -3.269, -4.125)  -0.516
C (0.226, -2.716, -5.354)  -1.962
C (-0.275, -1.312, -4.989)  -0.464
C (0.964, -0.347, -4.659)  1.110
N (1.677, -0.938, -3.446)  1.199
O (2.718, -0.195, -2.895)  -0.120
C (1.895, -0.122, -5.777)  -1.798
C (0.173, 0.934, -4.238)  -1.105
C (3.356, -2.641, -4.533)  -2.287
H (1.562, -2.885, -1.443)  -0.441
H (3.278, -2.444, -1.603)  -0.057
H (2.835, -3.974, -2.163)  1.304
H (1.195, -4.303, -4.338)  0.825
H (0.192, -3.305, -3.315)  -0.383
H (-0.556, -3.471, -5.428)  0.536
H (0.849, -2.642, -6.245)  0.680
H (-0.928, -1.389, -4.120)  -0.749
H (-1.073, -1.041, -5.680)  0.112
H (2.652, 0.648, -5.630)  0.305
H (2.495, -0.940, -6.175)  0.240
H (1.174, 0.272, -6.493)  0.513
H (-0.535, 1.311, -4.976)  0.793
H (-0.402, 0.842, -3.317)  0.259
H (0.908, 1.725, -4.085)  0.842
H (3.958, -1.733, -4.540)  0.373
H (3.150, -2.737, -5.600)  0.390
H (3.902, -3.488, -4.117)  0.564
H (2.350, 0.088, -2.054)  -0.950
C (-3.247, -0.874, 7.072)  -1.835
C (-2.748, 0.585, 7.410)  1.506
C (-1.298, 0.383, 7.949)  -1.964
C (-0.203, 0.017, 6.955)  -1.762
C (-0.219, 1.002, 5.784)  0.380
C (-1.627, 1.296, 5.135)  1.786
N (-2.718, 1.450, 6.194)  0.383
O (-3.906, 1.690, 5.605)  -0.481
C (-1.382, 2.652, 4.390)  -1.513
C (-1.954, 0.216, 4.179)  -0.254
C (-3.599, 1.195, 8.623)  -1.740
H (-3.640, -1.260, 8.012)  0.543
H (-2.621, -1.698, 6.729)  0.311
H (-4.080, -0.781, 6.375)  0.320
H (-0.986, 1.219, 8.575)  0.351
H (-1.243, -0.541, 8.524)  0.566
H (-0.483, -0.918, 6.470)  0.802
H (0.727, -0.204, 7.479)  0.239
H (0.462, 0.382, 5.200)  -0.378
H (0.404, 1.818, 6.150)  0.433
H (-0.787, 2.473, 3.495)  0.493
H (-2.316, 3.073, 4.016)  0.305
H (-0.821, 3.420, 4.922)  0.164
H (-1.129, 0.098, 3.477)  -1.804
H (-2.111, -0.713, 4.729)  0.273
H (-2.812, 0.455, 3.551)  0.758
H (-4.462, 1.488, 8.025)  0.435
H (-3.291, 2.195, 8.925)  0.397
H (-3.821, 0.551, 9.474)  0.343
H (-3.935, 2.639, 5.748)  0.416

Forces on atoms 1 to 2 (eV/Å):
C 0.0805 0.3478 1.0947
C -0.4981 -0.5501 0.0903



Here is a 11-piece molecular cluster, C57H146N9O11 overall in a non-equilibrium geometry from the OMol25 dataset. Energies are from the ωB97M-V functional and the def2-TZVPD basis.

The highest occupied orbital energy comes out at -20.14 eV. As for the HOMO-LUMO gap: 7.30 eV. As for the largest force on an atom: 4.22 eV Å⁻¹. As for the total charge: +7.

Each line ends with the Mulliken charge.
CARTESIAN COORDINATES (ANGSTROEM)
C (0.904, -1.937, 0.710)  0.957
C (0.002, -0.775, 0.202)  2.204
C (0.435, 0.616, 0.617)  0.413
O (-0.188, -0.775, -1.176)  -0.775
H (0.657, -2.046, 1.766)  -0.280
H (1.967, -1.707, 0.646)  -0.185
H (0.737, -2.875, 0.180)  -1.115
H (-0.950, -0.927, 0.710)  -0.966
H (0.202, 0.713, 1.677)  -0.156
H (-0.110, 1.441, 0.160)  -0.629
H (1.489, 0.809, 0.415)  -0.676
C (-3.836, -2.464, -0.123)  -0.795
C (-4.530, -1.409, -1.109)  -0.892
C (-3.775, -0.110, -1.054)  1.062
N (-4.334, 1.090, -1.862)  0.339
C (-3.249, 2.276, -2.030)  -0.082
C (-2.209, 1.971, -3.164)  0.662
C (-2.734, 1.472, -4.496)  -1.348
C (-3.697, 0.266, -4.178)  -0.288
C (-4.829, 0.634, -3.243)  -0.830
C (-5.607, 1.670, -1.161)  -1.097
H (-2.760, -2.437, -0.295)  -0.197
H (-4.108, -3.487, -0.382)  0.421
H (-4.071, -2.324, 0.932)  0.589
H (-5.579, -1.292, -0.837)  0.397
H (-4.501, -1.771, -2.137)  0.179
H (-2.783, -0.157, -1.503)  -0.393
H (-3.591, 0.178, -0.019)  -0.375
H (-2.721, 2.284, -1.077)  -0.472
H (-3.751, 3.237, -2.146)  0.639
H (-1.518, 1.274, -2.689)  -0.662
H (-1.628, 2.879, -3.326)  0.417
H (-1.962, 1.347, -5.255)  0.475
H (-3.294, 2.267, -4.989)  0.519
H (-3.226, -0.648, -3.815)  -0.266
H (-4.177, -0.084, -5.092)  0.595
H (-5.688, -0.029, -3.145)  0.615
H (-5.151, 1.590, -3.656)  0.585
H (-5.138, 2.078, -0.266)  0.322
H (-6.392, 0.915, -1.109)  0.453
H (-6.166, 2.444, -1.688)  0.389
C (0.532, 4.199, -2.147)  -1.087
C (1.270, 4.245, -3.488)  0.633
C (1.952, 5.700, -3.696)  -1.218
N (2.703, 5.959, -5.061)  -0.022
C (3.318, 7.404, -4.893)  -0.585
C (4.139, 7.833, -6.166)  -0.819
C (3.215, 7.703, -7.371)  -0.701
C (2.718, 6.258, -7.558)  -0.641
C (1.874, 5.830, -6.355)  -0.576
C (3.879, 4.932, -5.166)  -0.925
H (-0.367, 4.804, -2.262)  0.550
H (1.111, 4.795, -1.442)  0.525
H (0.158, 3.230, -1.814)  -0.421
H (0.698, 4.044, -4.394)  0.519
H (2.097, 3.535, -3.518)  -0.215
H (2.639, 5.912, -2.877)  0.454
H (1.135, 6.417, -3.768)  0.322
H (2.475, 8.038, -4.614)  0.476
H (3.870, 7.389, -3.953)  0.543
H (4.401, 8.840, -5.844)  0.450
H (5.159, 7.484, -6.328)  0.317
H (2.424, 8.434, -7.203)  0.328
H (3.600, 8.185, -8.270)  0.435
H (2.084, 6.302, -8.443)  0.437
H (3.523, 5.569, -7.815)  0.265
H (0.955, 6.408, -6.269)  0.456
H (1.491, 4.811, -6.405)  0.367
H (4.274, 4.978, -4.151)  0.288
H (4.603, 5.271, -5.908)  0.618
H (3.498, 3.943, -5.420)  0.199
C (-3.252, -5.887, -2.501)  -0.735
N (-2.374, -5.535, -3.726)  -0.122
C (-2.419, -6.713, -4.724)  -0.749
C (-3.049, -4.327, -4.387)  -0.677
C (-0.928, -5.252, -3.169)  -1.270
C (-0.842, -4.124, -2.102)  0.529
O (-1.063, -2.887, -2.730)  0.626
H (-3.235, -5.089, -1.759)  0.088
H (-2.850, -6.831, -2.133)  0.389
H (-4.181, -6.065, -3.042)  0.552
H (-2.026, -7.641, -4.309)  0.346
H (-1.743, -6.276, -5.459)  0.438
H (-3.389, -6.810, -5.212)  0.361
H (-2.417, -3.914, -5.173)  0.326
H (-3.222, -3.586, -3.607)  0.216
H (-4.021, -4.675, -4.735)  0.461
H (-0.357, -4.988, -4.059)  0.419
H (-0.620, -6.196, -2.718)  0.377
H (0.195, -4.141, -1.767)  -0.083
H (-1.476, -4.252, -1.225)  0.164
H (-0.818, -2.119, -2.210)  -0.586
C (1.609, -7.816, 2.044)  -0.837
N (1.813, -6.338, 1.637)  0.024
C (1.407, -6.179, 0.138)  -0.620
C (0.899, -5.445, 2.506)  -0.455
C (3.273, -5.833, 1.827)  -0.935
C (3.627, -4.313, 1.302)  -0.036
O (3.675, -4.314, -0.084)  -0.527
H (0.621, -8.139, 1.716)  0.342
H (1.831, -7.864, 3.110)  0.406
H (2.347, -8.490, 1.610)  0.371
H (0.376, -6.525, 0.063)  0.550
H (2.066, -6.830, -0.436)  0.344
H (1.535, -5.110, -0.032)  -0.132
H (0.757, -4.526, 1.938)  -0.172
H (1.298, -5.292, 3.509)  0.466
H (-0.026, -5.996, 2.675)  0.474
H (3.826, -6.621, 1.315)  0.484
H (3.604, -6.048, 2.843)  0.521
H (4.626, -3.982, 1.584)  0.679
H (3.002, -3.526, 1.723)  -0.168
H (4.529, -3.907, -0.247)  0.378
C (2.227, -2.007, -5.353)  -0.883
N (2.001, -0.732, -4.589)  0.572
C (2.704, 0.331, -5.448)  -1.113
C (0.500, -0.437, -4.600)  0.001
C (2.642, -0.890, -3.238)  -1.109
C (2.733, 0.431, -2.406)  -0.253
O (1.554, 1.189, -2.298)  2.164
H (2.242, -1.822, -6.428)  0.423
H (1.679, -2.892, -5.030)  0.155
H (3.276, -2.303, -5.394)  0.478
H (3.742, 0.050, -5.624)  0.453
H (2.646, 1.312, -4.978)  0.286
H (2.198, 0.521, -6.395)  0.415
H (0.258, 0.545, -4.193)  -0.258
H (0.084, -1.249, -4.003)  -0.393
H (0.051, -0.513, -5.590)  0.729
H (3.670, -1.245, -3.305)  0.571
H (2.110, -1.704, -2.747)  0.325
H (3.508, 1.037, -2.875)  0.706
H (3.044, 0.148, -1.401)  -0.274
H (0.893, 0.596, -1.933)  -1.901
C (3.123, 3.719, 0.222)  -1.162
N (4.303, 3.125, 1.128)  0.285
C (4.602, 1.733, 0.522)  -0.610
C (5.533, 3.980, 1.021)  -0.843
C (3.846, 3.134, 2.581)  -1.736
C (2.575, 2.367, 2.844)  0.974
O (1.418, 3.078, 2.492)  -0.505
H (2.381, 2.968, -0.052)  0.305
H (3.540, 4.140, -0.693)  0.543
H (2.706, 4.575, 0.752)  0.442
H (3.673, 1.173, 0.627)  -0.111
H (5.469, 1.260, 0.984)  0.572
H (4.906, 1.726, -0.525)  0.425
H (5.722, 3.926, -0.051)  0.411
H (6.415, 3.518, 1.464)  0.338
H (5.268, 4.941, 1.463)  0.374
H (3.928, 4.106, 3.068)  0.341
H (4.644, 2.506, 2.977)  0.600
H (2.587, 2.314, 3.933)  0.366
H (2.655, 1.388, 2.370)  -0.430
H (0.840, 3.150, 3.255)  0.295
C (-1.895, -4.897, 4.977)  -1.051
N (-2.612, -3.638, 4.255)  1.017
C (-2.655, -2.400, 5.222)  -1.199
C (-1.787, -3.106, 3.081)  -0.776
C (-4.069, -3.864, 3.766)  -0.578
C (-4.932, -4.905, 4.616)  -0.856
O (-5.119, -4.510, 5.981)  -0.471
H (-2.339, -4.955, 5.971)  0.369
H (-0.882, -4.538, 5.159)  0.342
H (-1.983, -5.820, 4.404)  0.389
H (-1.625, -2.072, 5.358)  0.151
H (-3.065, -2.606, 6.211)  0.501
H (-3.068, -1.528, 4.716)  0.392
H (-2.179, -2.232, 2.561)  0.386
H (-1.727, -3.922, 2.361)  0.490
H (-0.792, -2.850, 3.444)  -0.123
H (-4.041, -4.101, 2.702)  0.357
H (-4.513, -2.868, 3.773)  0.457
H (-4.400, -5.854, 4.547)  0.330
H (-5.909, -5.104, 4.176)  0.436
H (-5.533, -3.645, 6.015)  0.345
C (-2.645, 2.384, 2.088)  -0.478
N (-3.483, 3.465, 2.837)  0.487
C (-4.835, 3.668, 2.165)  -1.212
C (-3.743, 2.997, 4.271)  -0.535
C (-2.705, 4.819, 2.747)  -0.351
C (-3.472, 6.166, 3.150)  -0.783
O (-3.787, 6.262, 4.522)  -0.500
H (-3.250, 1.478, 2.070)  0.367
H (-1.678, 2.470, 2.585)  0.260
H (-2.712, 2.795, 1.081)  -0.125
H (-5.454, 4.225, 2.868)  0.469
H (-5.258, 2.674, 2.020)  0.424
H (-4.588, 4.218, 1.256)  0.433
H (-2.868, 2.457, 4.632)  0.051
H (-4.638, 2.374, 4.273)  0.362
H (-3.874, 3.799, 4.998)  0.363
H (-2.351, 4.780, 1.717)  0.406
H (-1.829, 4.748, 3.390)  0.244
H (-4.284, 6.372, 2.452)  0.350
H (-2.819, 7.034, 3.067)  0.437
H (-4.667, 5.907, 4.668)  0.361
C (2.372, 0.714, 6.863)  -0.817
N (1.532, -0.600, 7.062)  0.145
C (2.434, -1.559, 7.819)  -0.893
C (0.306, -0.345, 7.915)  -0.706
C (1.126, -1.245, 5.679)  -1.391
C (0.400, -0.336, 4.617)  1.894
O (-0.630, 0.339, 5.266)  -0.485
H (3.264, 0.498, 6.274)  0.327
H (2.747, 0.990, 7.848)  0.477
H (1.763, 1.490, 6.400)  0.253
H (3.379, -1.699, 7.296)  0.353
H (1.890, -2.501, 7.744)  0.395
H (2.671, -1.188, 8.817)  0.406
H (-0.416, -1.147, 7.757)  0.270
H (-0.146, 0.603, 7.627)  0.317
H (0.470, -0.507, 8.981)  0.409
H (0.404, -2.030, 5.903)  0.674
H (2.007, -1.582, 5.133)  0.552
H (0.098, -0.974, 3.786)  -0.976
H (1.082, 0.433, 4.254)  -0.647
H (-0.461, 1.284, 5.262)  0.443
O (5.687, -0.742, 2.664)  -0.566
C (4.500, -0.539, 3.137)  0.393
O (3.674, -1.339, 2.692)  -0.319
O (4.372, 0.290, 4.082)  -0.674
H (5.471, -1.431, 2.032)  0.308

Forces on atoms 1 to 2 (eV/Å):
C -0.0841 1.1314 0.1607
C -0.0400 -0.1533 -1.9045